# 1
{"formula": "H30O15", "method": "ωB97M-V/def2-TZVPD", "max_force_ev_per_a": 3.67, "energy_ev": -31200.3033, "homo_lumo_gap_ha": 0.360, "relative_energy_ev": 1.3622, "charge": 0, "homo_energy_ha": -0.367, "symbols": ["O", "H", "H", "O", "H", "H", "O", "H", "H", "O", "H", "H", "O", "H", "H", "O", "H", "H", "O", "H", "H", "O", "H", "H", "O", "H", "H", "O", "H", "H", "O", "H", "H", "O", "H", "H", "O", "H", "H", "O", "H", "H", "O", "H", "H"], "positions_angstrom": [[-2.093, -1.236, -0.735], [-1.485, -1.461, -1.473], [-3.004, -1.469, -1.008], [2.205, -2.949, -1.988], [1.773, -2.423, -1.253], [3.047, -3.032, -1.578], [-1.701, 3.896, -1.353], [-1.685, 2.979, -1.039], [-2.544, 3.890, -1.880], [-1.224, -3.035, 1.123], [-1.563, -2.327, 0.509], [-1.645, -3.816, 0.755], [0.745, 3.075, -0.005], [1.402, 3.731, -0.294], [0.990, 2.663, 0.792], [2.931, -0.640, 1.469], [2.569, -0.667, 2.374], [2.522, -1.416, 1.057], [-2.489, 0.731, 2.291], [-2.460, 0.639, 1.354], [-2.622, 1.628, 2.590], [-2.333, 1.393, -0.734], [-3.231, 1.503, -0.529], [-2.270, 0.483, -1.030], [1.288, 1.762, 2.265], [1.191, 1.016, 1.696], [2.204, 2.074, 2.388], [2.375, -0.141, -1.207], [2.197, 0.298, -2.077], [2.867, 0.564, -0.801], [1.499, -2.932, 0.861], [1.657, -3.812, 1.314], [0.603, -2.702, 0.947], [-0.114, 1.695, -2.551], [0.219, 2.286, -1.913], [-0.819, 2.289, -2.846], [-0.475, -0.777, 3.449], [-0.695, -0.278, 4.257], [-1.041, -0.433, 2.778], [-0.022, -1.391, -2.494], [0.607, -1.610, -3.182], [-0.347, -0.549, -2.739], [0.232, -0.005, 0.473], [1.015, -0.153, -0.071], [-0.274, 0.669, 0.054]], "lowdin_charge": [-0.06, 0.04, 0.11, -0.08, 0.02, 0.01, -0.09, -0.04, 0.06, -0.06, 0.01, 0.05, -0.03, 0.07, -0.05, -0.08, 0.06, -0.01, -0.02, -0.01, 0.06, -0.04, 0.05, 0.01, -0.05, -0.03, 0.08, -0.05, 0.09, 0.05, -0.05, 0.11, -0.03, -0.04, -0.03, 0.04, -0.07, 0.05, -0.04, -0.03, 0.06, 0.00, -0.03, 0.00, 0.00]}

# 2
{"formula": "H30O15", "method": "ωB97M-V/def2-TZVPD", "max_force_ev_per_a": 3.70, "energy_ev": -31199.9716, "homo_lumo_gap_ha": 0.372, "relative_energy_ev": 1.6940, "charge": 0, "homo_energy_ha": -0.374, "symbols": ["O", "H", "H", "O", "H", "H", "O", "H", "H", "O", "H", "H", "O", "H", "H", "O", "H", "H", "O", "H", "H", "O", "H", "H", "O", "H", "H", "O", "H", "H", "O", "H", "H", "O", "H", "H", "O", "H", "H", "O", "H", "H", "O", "H", "H"], "positions_angstrom": [[0.759, -3.681, -0.374], [1.137, -2.902, -0.008], [0.603, -4.315, 0.333], [-1.331, 2.057, -1.952], [-1.792, 2.459, -2.661], [-0.532, 2.541, -1.717], [0.052, -0.412, 0.040], [0.137, 0.383, 0.529], [-0.800, -0.383, -0.432], [0.465, -0.068, -2.634], [0.457, -0.002, -1.708], [-0.211, 0.506, -2.941], [1.458, 2.624, -1.666], [1.559, 2.178, -0.836], [1.678, 1.950, -2.233], [-0.214, -1.986, 2.282], [0.237, -1.793, 1.451], [-0.990, -1.453, 2.426], [-2.422, -0.362, 2.359], [-2.428, 0.000, 1.478], [-1.877, 0.226, 2.890], [-2.557, -0.548, -3.093], [-3.381, -0.801, -3.498], [-2.233, -1.338, -2.697], [-2.698, 0.176, -0.434], [-3.654, 0.065, -0.208], [-2.708, 0.015, -1.368], [-0.483, 2.017, 1.432], [-1.297, 2.472, 1.233], [-0.621, 1.594, 2.291], [2.222, -1.964, 1.268], [2.204, -2.699, 1.893], [3.163, -1.897, 0.876], [2.295, 0.213, 2.845], [2.380, 0.969, 2.259], [2.202, -0.595, 2.320], [-1.415, -2.564, -1.835], [-0.620, -2.292, -1.394], [-1.893, -3.156, -1.325], [2.621, 0.915, 0.201], [2.411, 0.095, -0.206], [3.535, 1.070, -0.194], [1.883, 3.408, 1.596], [1.685, 4.291, 1.898], [1.014, 2.986, 1.514]], "lowdin_charge": [-0.03, -0.04, 0.06, -0.04, 0.04, 0.02, -0.05, 0.00, 0.04, -0.02, -0.06, 0.00, -0.01, -0.02, -0.02, -0.07, -0.03, -0.03, -0.02, -0.01, 0.04, -0.04, 0.06, -0.03, -0.07, 0.10, -0.02, -0.02, 0.08, 0.07, -0.10, 0.09, 0.14, -0.08, -0.02, -0.04, 0.01, 0.01, 0.03, -0.05, 0.01, 0.13, -0.06, 0.03, -0.02]}

# 3
{"formula": "H30O15", "method": "ωB97M-V/def2-TZVPD", "max_force_ev_per_a": 6.43, "energy_ev": -31194.4101, "homo_lumo_gap_ha": 0.254, "relative_energy_ev": 7.2554, "charge": 0, "homo_energy_ha": -0.279, "symbols": ["H", "H", "H", "H", "H", "H", "H", "H", "H", "H", "H", "H", "H", "H", "H", "H", "H", "H", "H", "H", "H", "H", "H", "H", "H", "H", "H", "H", "H", "H", "O", "O", "O", "O", "O", "O", "O", "O", "O", "O", "O", "O", "O", "O", "O"], "positions_angstrom": [[0.587, 0.002, -0.147], [-0.612, 0.880, -0.466], [-0.874, 0.593, -3.538], [-0.239, -0.551, -4.312], [-0.272, -2.265, -1.058], [0.539, -1.768, 0.127], [3.794, -2.797, -0.299], [3.030, -3.899, 0.417], [2.453, -0.975, -1.604], [1.587, -1.553, -2.711], [-5.561, -0.084, 0.598], [-4.507, 0.276, 1.632], [-0.514, -3.849, 0.366], [-1.739, -3.178, -0.233], [-2.471, -1.783, 1.343], [-2.241, -0.362, 1.833], [-1.516, 2.873, 0.382], [-3.021, 2.678, 0.298], [4.320, 1.905, 0.218], [5.231, 3.022, 0.702], [-3.729, -0.622, -3.165], [-3.974, 0.254, -1.947], [1.026, 4.961, 1.140], [0.655, 4.242, 2.427], [3.895, -2.672, 1.758], [2.487, -2.271, 2.165], [1.658, 2.912, -0.840], [1.635, 4.048, -1.850], [-0.504, -1.213, 4.545], [-1.321, -0.095, 3.919], [0.344, 0.913, -0.347], [-0.061, 0.340, -3.989], [0.628, -2.047, -0.791], [3.026, -3.372, -0.390], [1.584, -0.889, -2.012], [-4.857, 0.550, 0.777], [-0.965, -3.700, -0.472], [-1.770, -1.150, 1.539], [-2.329, 3.329, 0.138], [4.305, 2.818, 0.527], [-4.403, -0.076, -2.744], [0.701, 4.116, 1.472], [3.146, -2.135, 1.475], [2.230, 3.417, -1.430], [-1.385, -0.823, 4.547]], "lowdin_charge": [0.00, 0.02, 0.02, 0.03, 0.03, 0.03, 0.03, 0.03, 0.05, 0.06, 0.05, 0.03, 0.07, 0.04, 0.04, 0.03, 0.00, 0.01, 0.03, 0.03, 0.03, 0.01, 0.04, 0.04, 0.06, 0.06, 0.00, 0.03, 0.04, 0.02, -0.04, -0.05, -0.13, -0.08, -0.11, -0.05, -0.04, -0.04, -0.05, -0.06, -0.05, -0.05, -0.07, -0.07, -0.06]}

# 4
{"formula": "H30O15", "method": "ωB97M-V/def2-TZVPD", "max_force_ev_per_a": 3.05, "energy_ev": -31200.4769, "homo_lumo_gap_ha": 0.384, "relative_energy_ev": 1.1886, "charge": 0, "homo_energy_ha": -0.396, "symbols": ["O", "H", "H", "O", "H", "H", "O", "H", "H", "O", "H", "H", "O", "H", "H", "O", "H", "H", "O", "H", "H", "O", "H", "H", "O", "H", "H", "O", "H", "H", "O", "H", "H", "O", "H", "H", "O", "H", "H", "O", "H", "H", "O", "H", "H"], "positions_angstrom": [[-7.457, -4.021, 14.582], [-8.179, -4.324, 14.023], [-6.637, -4.403, 14.231], [-9.373, -2.674, 17.335], [-9.155, -3.263, 18.064], [-8.789, -1.956, 17.286], [-11.094, 0.818, 12.330], [-11.216, 0.680, 13.259], [-11.866, 0.378, 12.002], [-11.506, 0.830, 15.115], [-11.896, -0.051, 15.141], [-10.772, 0.660, 15.684], [-10.839, -4.225, 15.244], [-10.333, -3.682, 15.825], [-10.375, -4.118, 14.454], [-4.829, -2.446, 14.706], [-4.714, -3.011, 15.446], [-5.689, -2.142, 14.780], [-9.204, -2.042, 14.299], [-9.410, -1.172, 14.662], [-8.467, -2.428, 14.835], [-12.152, -1.696, 16.143], [-11.333, -1.833, 16.615], [-12.121, -2.174, 15.327], [-7.593, 0.499, 14.429], [-8.029, 1.342, 14.475], [-6.969, 0.608, 13.753], [-9.557, 0.439, 17.101], [-9.823, 0.165, 18.006], [-8.692, 0.781, 17.023], [-6.902, -1.678, 12.771], [-6.282, -2.418, 12.623], [-7.707, -1.955, 13.258], [-12.159, -1.944, 13.370], [-12.679, -1.358, 12.838], [-11.368, -2.074, 12.822], [-5.672, -3.775, 17.223], [-6.118, -4.520, 17.661], [-6.334, -3.357, 16.643], [-10.149, -1.553, 11.499], [-9.550, -1.748, 12.228], [-10.327, -0.592, 11.696], [-6.899, -1.396, 16.234], [-7.079, -0.735, 15.601], [-6.053, -1.131, 16.549]], "lowdin_charge": [-0.04, 0.06, 0.08, -0.01, 0.08, -0.02, -0.02, -0.01, 0.04, -0.05, 0.01, -0.03, -0.01, -0.03, -0.02, -0.01, 0.00, -0.06, -0.07, 0.05, 0.02, -0.04, 0.00, -0.02, 0.00, 0.07, 0.04, -0.02, 0.10, 0.03, -0.07, 0.05, -0.02, -0.04, 0.04, 0.01, -0.06, 0.06, -0.01, -0.08, 0.00, 0.02, -0.03, -0.03, 0.06]}

# 5
{"formula": "H30O15", "method": "ωB97M-V/def2-TZVPD", "max_force_ev_per_a": 2.80, "energy_ev": -31187.9693, "homo_lumo_gap_ha": [0.336, 0.085], "relative_energy_ev": 0.5198, "charge": 1, "s2": 0.759, "multiplicity": 2, "homo_energy_ha": [-0.482, -0.482], "symbols": ["O", "H", "H", "O", "H", "H", "O", "H", "H", "O", "H", "H", "O", "H", "H", "O", "H", "H", "O", "H", "H", "O", "H", "H", "O", "H", "H", "O", "H", "H", "O", "H", "H", "O", "H", "H", "O", "H", "H", "O", "H", "H", "O", "H", "H"], "positions_angstrom": [[0.929, -2.076, -2.866], [0.647, -2.088, -1.927], [1.704, -1.592, -2.516], [3.781, 0.073, -0.212], [4.019, 0.835, 0.369], [3.037, 0.475, -0.674], [-0.805, 0.903, 3.136], [-0.395, 1.408, 2.395], [-1.508, 1.442, 3.556], [-0.829, 3.113, -2.414], [-0.250, 2.429, -2.048], [-0.263, 3.694, -2.930], [4.178, 2.421, -0.369], [4.393, 2.390, -1.308], [3.777, 3.288, -0.230], [-2.961, 2.479, 3.064], [-3.334, 1.622, 2.759], [-3.009, 2.886, 2.151], [-0.255, -4.325, -0.965], [0.548, -3.856, -1.196], [-0.109, -5.256, -1.171], [-0.871, -1.937, 0.156], [-0.832, -2.467, 0.961], [-1.312, -1.103, 0.333], [3.277, -3.789, 0.761], [3.944, -3.123, 0.572], [2.463, -3.541, 0.303], [0.269, 0.836, -1.172], [0.223, -0.132, -1.120], [0.407, 1.183, -0.282], [-2.714, 2.733, 0.432], [-1.870, 2.705, -0.104], [-3.309, 2.273, -0.200], [1.773, 1.053, 1.958], [2.381, 1.238, 1.233], [1.759, 0.078, 2.003], [-1.123, -2.329, 3.999], [-0.266, -2.217, 4.439], [-0.968, -3.211, 3.632], [-1.035, -0.085, -4.784], [-0.683, 0.600, -4.199], [-0.647, -0.855, -4.351], [-4.766, 0.937, -0.540], [-4.621, 0.778, 0.397], [-4.774, 0.111, -1.032]], "lowdin_charge": [-0.03, 0.00, 0.05, -0.09, 0.02, 0.00, 0.28, 0.11, 0.08, -0.05, -0.02, 0.05, -0.05, 0.08, 0.07, 0.12, 0.10, 0.07, -0.05, -0.01, 0.06, -0.04, 0.04, 0.03, -0.05, 0.03, 0.01, -0.03, 0.03, 0.03, -0.07, 0.07, 0.05, -0.04, 0.01, 0.07, -0.07, 0.04, 0.04, -0.05, 0.01, 0.01, -0.03, 0.03, 0.07]}